Molecular formula: C42H56BBrN2O5PRuS3Sb
Method: DFT, ωB97M-V/def2-TZVPD

- <S²> = 0.770
- Kohn-Sham gap (spin up / spin down) (Ha) = 0.23679 / 0.22898
- net charge = +1
- multiplicity = 2

Cartesian coordinates (Å):
Sb1 -2.977 -4.168 2.706
Ru1 -2.779 -2.057 -0.084
Br1 -8.015 1.712 -3.551
S1 -2.901 -4.233 0.157
S2 -0.870 -3.922 3.335
S3 -3.781 -1.649 1.988
P1 0.566 -1.610 -0.627
O1 -0.830 -1.623 0.032
O2 -2.911 0.018 -0.902
O3 -2.000 -0.656 3.979
O4 -4.854 -1.694 -1.062
O5 -1.926 0.495 1.994
N1 -1.887 2.201 -1.351
N2 -2.913 3.873 -2.391
C1 2.498 -5.019 -2.124
C2 0.376 -0.359 -1.951
C3 -0.987 5.526 -2.381
C4 2.424 -1.087 3.020
C5 0.332 3.366 -1.072
C6 2.614 3.422 2.751
C7 0.512 2.618 3.814
C8 1.435 3.828 3.649
C9 -1.099 0.384 4.091
C10 3.164 -0.794 0.228
C11 -5.362 2.104 -2.642
C12 -0.999 3.260 -1.468
C13 2.356 -3.534 -1.795
C14 1.425 -0.527 -4.739
C15 -0.279 2.205 2.731
C16 -0.334 0.754 5.167
C17 -5.987 -2.555 -0.841
C18 -1.633 4.324 -2.116
C19 1.671 -0.935 0.636
C20 -1.058 1.087 2.901
C21 1.550 0.496 -2.454
C22 0.330 5.620 -1.977
C23 3.909 -1.180 2.607
C24 0.585 -4.363 -0.161
C25 -0.486 -0.863 -3.122
C26 0.952 -3.286 -1.218
C27 0.678 4.990 2.995
C28 2.478 -5.882 -0.848
C29 0.329 -1.476 -4.259
C30 -4.163 1.727 -2.032
C31 -4.041 0.449 -1.509
C32 -3.002 2.603 -1.920
C33 -6.283 -0.087 -2.210
C34 0.983 4.554 -1.335
C35 -6.399 1.203 -2.724
C36 4.081 -1.598 1.146
C37 0.472 1.880 4.999
C38 1.496 -1.685 1.969
C39 1.801 -5.149 0.313
C40 2.349 -0.122 -3.593
C41 -5.100 -0.454 -1.603
C42 1.989 4.319 4.988
B1 -2.479 -0.564 2.698
H1 3.331 -1.080 -0.811
H2 2.515 -4.478 0.799
H3 1.244 0.067 0.787
H4 4.394 -0.211 2.753
H5 0.960 0.374 -5.154
H6 0.062 -3.928 0.689
H7 -1.483 6.347 -2.881
H8 3.419 -5.185 -2.684
H9 0.875 6.535 -2.162
H10 3.096 0.594 -3.942
H11 2.135 -0.044 3.175
H12 2.016 4.674 -1.039
H13 -2.257 0.787 -0.842
H14 -3.639 4.390 -2.856
H15 2.557 5.237 4.830
H16 0.243 -3.384 -2.051
H17 1.189 4.537 5.697
H18 1.098 1.421 -2.830
H19 0.833 2.542 -0.581
H20 -6.752 -2.019 -0.280
H21 3.165 2.586 3.186
H22 2.266 3.120 1.760
H23 0.342 4.753 1.987
H24 -6.379 -2.903 -1.796
H25 1.710 -2.749 1.842
H26 0.782 -2.418 -3.941
H27 3.305 4.258 2.628
H28 2.516 -2.941 -2.692
H29 1.679 -5.304 -2.791
H30 3.445 0.260 0.295
H31 2.905 -0.992 -3.239
H32 -5.488 3.094 -3.056
H33 1.487 -5.855 1.082
H34 -0.195 5.270 3.588
H35 4.440 -1.885 3.247
H36 3.129 -3.250 -1.079
H37 2.666 3.594 5.443
H38 -7.112 -0.774 -2.291
H39 -0.299 2.742 1.792
H40 2.196 0.799 -1.631
H41 1.078 2.189 5.837
H42 -0.125 -5.057 -0.615
H43 2.258 -1.592 3.971
H44 -0.359 0.206 6.098
H45 -5.614 -3.399 -0.270
H46 -0.244 0.328 -1.363
H47 3.873 -2.666 1.035
H48 3.495 -6.158 -0.564
H49 1.950 -6.816 -1.047
H50 0.457 -1.626 2.295
H51 5.117 -1.456 0.835
H52 -1.036 0.000 -3.514
H53 -0.342 -1.723 -5.084
H54 1.333 5.860 2.923
H55 1.995 -0.987 -5.548
H56 -1.249 -1.567 -2.770

Molecular formula: C42H56O42
Method: DFT, ωB97M-V/def2-TZVPD

- Kohn-Sham gap (Ha) = 0.32185
- net charge = 0

Cartesian coordinates (Å):
O1 -4.145 2.357 -4.533
O2 -1.053 -1.864 -2.810
O3 3.870 -3.097 1.579
O4 0.201 0.229 -0.862
O5 2.191 -0.727 -0.241
O6 -2.574 -2.790 5.214
O7 -2.484 1.155 -3.737
O8 5.442 -0.604 -1.951
O9 0.394 -0.919 1.012
O10 1.352 1.945 -5.168
O11 -4.595 -0.946 0.586
O12 -3.243 -1.489 -2.331
O13 7.531 -0.552 -2.430
O14 3.077 -5.675 -2.961
O15 3.443 -4.882 -4.954
O16 -3.198 3.712 0.512
O17 -2.562 -0.683 4.864
O18 6.138 -0.411 -4.141
O19 -5.527 -0.545 2.529
O20 1.789 -3.987 2.111
O21 1.790 1.226 2.531
O22 -0.012 3.387 -1.370
O23 0.225 -6.625 -0.903
O24 -4.146 1.057 1.611
O25 -4.858 4.553 1.677
O26 1.304 3.083 1.355
O27 -2.741 -2.457 -4.212
O28 -2.446 -2.129 3.085
O29 2.726 1.891 -6.947
O30 8.209 -0.376 3.510
O31 3.269 0.918 -4.968
O32 -3.164 0.652 -5.848
O33 6.600 0.727 2.467
O34 3.260 -3.496 -3.109
O35 -0.294 4.878 -3.082
O36 -1.691 -5.346 -1.321
O37 2.605 3.385 3.068
O38 2.572 -2.213 3.195
O39 -0.035 5.637 -1.159
O40 6.123 -0.091 4.460
O41 -0.951 -5.688 0.743
O42 -5.340 3.308 -0.202
C1 -2.728 -0.735 6.248
C2 -1.025 0.435 -0.083
C3 -0.016 6.279 -3.359
C4 -6.233 -1.717 2.079
C5 -4.656 -0.086 1.600
C6 -2.551 -1.930 4.277
C7 7.482 -0.834 -1.042
C8 -5.249 -2.098 0.920
C9 3.129 -5.193 -1.696
C10 0.736 -3.565 2.906
C11 -4.444 -1.602 -2.998
C12 1.220 -2.368 3.659
C13 -4.536 3.841 0.567
C14 -0.664 -5.879 -0.492
C15 -2.246 -1.936 -3.139
C16 -2.558 4.484 1.473
C17 -2.208 -5.069 0.929
C18 2.914 -3.710 -1.743
C19 1.891 2.463 2.344
C20 1.376 1.532 -3.796
C21 -2.796 -2.250 6.562
C22 2.211 4.663 2.704
C23 0.214 6.790 -1.981
C24 3.254 -4.685 -3.795
C25 5.034 0.822 4.145
C26 6.365 -0.567 -2.947
C27 2.856 -3.104 2.228
C28 5.306 1.283 2.732
C29 6.069 -0.516 -0.650
C30 -0.072 4.535 -1.810
C31 -3.998 2.821 -3.291
C32 1.539 4.487 1.402
C33 -1.055 -0.573 1.031
C34 2.485 1.547 -5.787
C35 1.006 -0.444 -0.080
C36 2.504 0.457 -3.870
C37 -2.513 -4.538 -0.391
C38 -4.128 -2.241 -4.385
C39 7.070 0.048 3.512
C40 -3.672 4.906 2.353
C41 -3.267 1.327 -4.822
C42 -2.709 2.212 -2.927
H1 2.573 -5.803 -0.984
H2 4.155 -5.476 -1.460
H3 -2.048 -2.615 7.266
H4 5.013 1.699 4.792
H5 1.251 7.124 -1.972
H6 -4.083 3.887 -3.081
H7 -1.018 1.434 0.352
H8 3.155 0.459 -2.996
H9 0.863 6.502 -3.964
H10 -1.972 3.015 -2.957
H11 -4.562 -1.617 -5.166
H12 -4.578 -3.230 -4.473
H13 0.425 1.085 -3.507
H14 -2.972 -5.798 1.200
H15 -5.153 -2.182 -2.407
H16 -3.541 5.964 2.578
H17 1.878 -3.455 -1.521
H18 5.547 -1.329 -0.145
H19 1.455 4.964 3.429
H20 -0.206 -3.479 2.366
H21 -4.847 2.433 -2.727
H22 -6.406 -2.413 2.900
H23 -5.801 -2.610 0.132
H24 0.673 5.098 1.149
H25 1.619 2.384 -3.162
H26 -3.821 -2.518 6.817
H27 -3.777 4.352 3.285
H28 -1.862 0.217 -0.746
H29 4.048 0.390 4.317
H30 -2.229 5.489 1.208
H31 1.987 -0.470 -4.116
H32 0.607 -1.594 3.199
H33 0.895 -2.433 4.698
H34 8.145 -0.164 -0.494
H35 -1.377 -0.082 1.949
H36 -0.766 6.758 -3.989
H37 4.546 0.878 2.064
H38 5.395 2.368 2.681
H39 -0.555 7.543 -1.806
H40 -3.599 -0.168 6.575
H41 -1.596 -1.496 0.824
H42 -2.197 -4.271 1.672
H43 2.306 4.696 0.657
H44 6.075 0.445 -0.136
H45 -1.797 3.860 1.942
H46 -2.391 -3.466 -0.545
H47 -4.563 -2.819 1.364
H48 3.133 5.235 2.808
H49 -7.230 -1.399 1.774
H50 -2.801 2.054 -1.852
H51 -3.527 -4.840 -0.655
H52 7.881 -1.820 -0.806
H53 0.607 -4.462 3.512
H54 -1.889 -0.257 6.755
H55 -4.970 -0.650 -3.072
H56 3.512 -3.217 -0.977

Electronic energy for every record listed, in sequence, given in a.u.: -6589.731018, -4794.014175.
Energy relative to the best compared isomer or geometry (same formula, charge and spin) for every record listed, in sequence, given in eV: 0.000, 6.440.